1.
{
  "formula": "C27H44BN4O9P",
  "method": "ωB97M-V/def2-TZVPD",
  "species": ["C", "P", "O", "C", "C", "O", "B", "O", "O", "C", "C", "C", "C", "C", "O", "N", "C", "C", "C", "N", "C", "C", "C", "C", "C", "C", "C", "O", "C", "O", "H", "H", "H", "H", "H", "H", "H", "H", "H", "H", "H", "H", "H", "H", "H", "H", "H", "H", "H", "H", "H", "H", "C", "C", "C", "O", "C", "N", "H", "H", "H", "H", "H", "H", "H", "H", "H", "H", "H", "C", "C", "C", "O", "C", "N", "H", "H", "H", "H", "H", "H", "H", "H", "H", "H", "H"],
  "coordinates": [[4.6694, -1.7133, 1.0751], [2.9805, -2.4350, 1.0621], [2.2147, -1.5404, 2.2278], [2.2255, -1.7176, -0.4726], [1.4840, -2.6046, -1.2696], [1.3372, -3.9048, -0.8749], [1.9990, -4.8813, -1.5867], [1.4281, -6.1335, -1.6417], [3.2582, -4.6004, -2.1002], [0.8456, -2.2128, -2.4491], [0.9360, -0.9107, -2.9039], [1.6524, -0.0208, -2.1292], [2.2715, -0.4011, -0.9428], [2.8790, 0.8514, -0.3636], [3.5098, 1.0022, 0.6537], [2.5808, 1.8978, -1.2481], [2.4972, 3.2870, -0.8123], [1.0649, 3.7162, -0.4861], [0.5193, 3.0269, 0.7877], [-0.8360, 2.4811, 0.7175], [-0.8297, 1.2285, -0.0459], [-2.1461, 0.5047, -0.0445], [-3.3215, 1.1091, -0.4774], [-4.5273, 0.4202, -0.4930], [-4.5683, -0.9062, -0.0859], [-3.4062, -1.5301, 0.3437], [-2.2073, -0.8270, 0.3663], [-1.0368, -1.4395, 0.7555], [1.8598, 1.4285, -2.3543], [1.4999, 2.1053, -3.2858], [5.0760, -1.5470, 0.0782], [5.2936, -2.4374, 1.6006], [4.6699, -0.7862, 1.6415], [1.7849, -0.7526, 1.8775], [1.3103, -6.4482, -2.5413], [3.2903, -4.5762, -3.0606], [0.2585, -2.9377, -2.9989], [0.4299, -0.6040, -3.8090], [3.1368, 3.4193, 0.0599], [2.8983, 3.9337, -1.5934], [0.4090, 3.5282, -1.3383], [1.0738, 4.7985, -0.3381], [1.1802, 2.1956, 1.0397], [0.5762, 3.7196, 1.6298], [-1.4311, 3.1442, 0.2323], [-0.0756, 0.5814, 0.3954], [-0.5470, 1.4087, -1.0945], [-3.2984, 2.1393, -0.8149], [-5.4296, 0.9127, -0.8295], [-5.4929, -1.4704, -0.0948], [-3.4195, -2.5714, 0.6460], [-1.2166, -2.0433, 1.4836], [-9.4657, -6.0963, -0.4089], [-9.4111, -4.7652, 0.3338], [-8.6887, -3.6525, -0.4355], [-7.2781, -3.7575, -0.4475], [-6.7390, -4.6351, -1.4170], [-8.8475, -4.9880, 1.6669], [-8.5102, -6.6192, -0.3652], [-10.2102, -6.7470, 0.0480], [-9.7334, -5.9563, -1.4580], [-10.4413, -4.4214, 0.4692], [-8.9020, -2.7023, 0.0609], [-9.0687, -3.5760, -1.4631], [-7.3346, -4.6276, -2.3348], [-6.6644, -5.6598, -1.0451], [-5.7334, -4.2844, -1.6491], [-8.9218, -4.1374, 2.2164], [-7.8484, -5.1431, 1.5651], [7.0497, 5.5757, 3.3797], [6.5919, 4.5020, 2.3978], [7.0418, 4.7465, 0.9520], [6.3155, 5.7484, 0.2664], [6.7361, 7.0771, 0.5026], [5.1408, 4.3416, 2.5095], [6.4499, 6.4818, 3.2916], [6.9409, 5.2155, 4.4020], [8.0970, 5.8399, 3.2210], [7.0503, 3.5572, 2.7058], [6.8709, 3.8285, 0.3839], [8.1176, 4.9638, 0.9076], [7.8207, 7.1321, 0.6379], [6.2450, 7.5141, 1.3757], [6.4629, 7.6657, -0.3727], [4.8483, 3.5463, 1.9469], [4.7084, 5.1465, 2.0634]],
  "forces_ev_per_a": [[0.01, -0.06, 0.17], [-0.01, -0.10, 0.21], [-0.23, -0.13, -0.15], [0.07, 0.19, -0.12], [0.19, 0.29, 0.16], [-0.23, -0.19, -0.29], [0.37, -0.31, 0.37], [-0.39, 0.49, -0.13], [-0.57, 0.36, -0.37], [0.04, -0.01, 0.08], [-0.01, -0.03, 0.10], [0.13, -0.18, 0.05], [-0.07, -0.09, -0.24], [0.20, 0.22, -0.03], [-0.29, -0.08, 0.04], [-0.45, -0.29, 0.27], [0.11, 0.54, -0.36], [0.01, -0.10, 0.32], [0.02, 0.12, -0.01], [0.17, -0.20, -0.21], [-0.12, 0.30, -0.13], [-0.02, -0.12, 0.03], [-0.08, -0.12, -0.01], [0.03, 0.01, -0.02], [0.08, -0.06, 0.12], [0.02, 0.07, -0.05], [-0.07, -0.01, -0.01], [0.03, 0.11, 0.12], [0.09, 0.25, -0.08], [-0.06, -0.07, 0.22], [0.00, -0.01, -0.03], [0.09, 0.01, -0.11], [0.01, 0.08, -0.12], [0.15, 0.17, 0.13], [0.27, -0.36, 0.09], [0.32, -0.19, 0.02], [0.01, -0.07, 0.07], [0.07, 0.10, -0.02], [0.04, -0.22, -0.01], [0.04, -0.14, -0.08], [0.06, -0.08, -0.05], [0.00, 0.00, -0.05], [-0.03, 0.00, 0.15], [-0.02, 0.01, -0.03], [-0.10, 0.07, 0.18], [0.03, -0.03, -0.02], [0.11, -0.11, -0.04], [0.02, 0.01, 0.02], [0.00, 0.02, -0.01], [-0.03, 0.05, -0.04], [0.00, 0.02, 0.02], [0.02, -0.12, -0.10], [-0.07, -0.02, -0.03], [0.10, -0.13, 0.01], [-0.08, 0.13, 0.04], [0.04, -0.03, -0.02], [0.10, 0.06, 0.04], [0.03, 0.15, -0.03], [0.02, 0.03, 0.00], [0.02, 0.00, 0.03], [0.01, 0.00, 0.00], [0.00, 0.05, -0.02], [0.04, 0.00, 0.01], [-0.01, -0.06, 0.00], [-0.01, -0.02, -0.01], [-0.06, -0.02, -0.04], [-0.01, 0.02, 0.00], [-0.07, -0.03, 0.03], [-0.01, -0.07, 0.01], [0.06, -0.02, 0.04], [-0.05, 0.15, 0.05], [0.04, -0.15, -0.04], [0.00, 0.05, 0.03], [-0.05, 0.00, -0.07], [0.01, -0.08, -0.21], [0.00, 0.00, -0.04], [-0.04, 0.00, 0.00], [0.00, 0.01, -0.01], [0.02, -0.02, -0.05], [-0.03, 0.02, -0.02], [0.00, 0.03, 0.05], [0.01, 0.01, 0.02], [0.05, 0.00, 0.03], [0.00, -0.01, -0.01], [-0.02, -0.08, 0.13], [-0.02, 0.03, 0.08]],
  "mulliken_charge": [-1.0116, 0.1413, -0.5915, 0.6793, -0.0561, -0.5956, 0.8964, -0.5423, -0.5439, -0.7298, -0.8078, -0.2219, 1.8378, -0.5986, -0.5948, 0.4332, -0.8904, -0.6628, -0.4381, -0.4842, 1.2766, -0.4607, -0.5588, -0.8677, -0.3944, -0.8741, 0.8506, -0.2788, -0.0770, -0.6316, 0.3375, 0.4115, 0.2304, 0.3826, 0.2849, 0.2848, 0.5068, 0.5333, 0.2440, 0.3768, 0.4487, 0.4541, 0.1021, 0.4761, 0.3150, -0.4932, -0.0728, 0.3278, 0.3878, 0.5662, 0.4441, 0.2290, -1.3838, 0.3499, -0.7622, -0.2514, -0.7391, -0.7175, 0.2877, 0.3462, 0.3439, 0.3859, 0.3322, 0.4197, 0.3372, 0.2503, 0.2428, 0.2693, 0.3042, -1.5198, 0.4210, -0.6844, -0.3533, -0.7030, -0.6849, 0.2746, 0.3854, 0.3564, 0.4111, 0.3157, 0.4388, 0.3189, 0.2520, 0.2494, 0.1794, 0.3468],
  "e_tot_ev": -63069.400,
  "smiles": "CP(O)c1c(OB(O)O)ccc2c1C(=O)N(CCCNCc1ccccc1O)C2=O.COC[C@@H](C)N.COC[C@@H](C)N",
  "total_charge": 0,
  "max_force_ev_per_a": 0.77
}



2.
{
  "formula": "C27H44BrNP2SZn",
  "method": "ωB97M-V/def2-TZVPD",
  "species": ["C", "C", "C", "C", "N", "C", "C", "C", "C", "C", "C", "C", "C", "C", "Zn", "P", "H", "H", "H", "H", "H", "H", "H", "H", "C", "C", "H", "H", "H", "H", "H", "C", "C", "H", "H", "H", "H", "H", "C", "C", "H", "H", "H", "H", "H", "Br", "P", "C", "C", "H", "H", "H", "H", "H", "C", "C", "H", "H", "H", "H", "H", "C", "C", "H", "H", "H", "H", "H", "C", "S", "C", "H", "H", "H", "H", "H", "H"],
  "coordinates": [[3.0162, -4.7176, -5.2770], [3.5426, -3.8325, -4.2866], [4.9612, -3.8000, -4.2262], [5.7378, -4.5435, -5.1139], [5.1755, -5.3361, -6.0420], [3.8767, -5.4320, -6.1286], [2.6811, -3.0792, -3.3911], [1.8003, -2.6250, -2.6697], [0.8333, -2.5035, -1.6740], [-0.3574, -1.7539, -1.8230], [-1.1747, -1.5465, -0.6866], [-0.9708, -2.2849, 0.5114], [0.2631, -2.9543, 0.6955], [1.0966, -3.1395, -0.4205], [0.4609, 0.6683, 0.7181], [-1.2145, 2.2923, 0.1784], [5.4342, -3.1664, -3.4557], [1.9205, -4.8215, -5.3414], [6.8138, -4.4762, -5.0691], [3.4353, -6.0703, -6.8894], [1.9832, -3.7427, -0.3611], [-0.6382, -1.3367, -2.7924], [0.5543, -3.3124, 1.6700], [-2.0013, -0.8693, -0.7536], [-2.3582, 3.4188, 1.1839], [-2.0773, 4.9256, 1.1908], [-2.3538, 2.9956, 2.2000], [-3.3881, 3.2697, 0.8146], [-2.8031, 5.4172, 1.8582], [-1.0703, 5.1461, 1.5645], [-2.2192, 5.3658, 0.1905], [0.2301, 3.2776, -0.4903], [0.4556, 3.0307, -1.9785], [1.1335, 2.9402, 0.0774], [0.0867, 4.3500, -0.2461], [1.5201, 3.1642, -2.1728], [0.1995, 2.0224, -2.3161], [-0.0574, 3.7697, -2.5888], [-2.4162, 2.1984, -1.2722], [-2.8652, 3.5285, -1.8973], [-3.2844, 1.6104, -0.9296], [-1.9039, 1.5886, -2.0317], [-3.3504, 3.3159, -2.8624], [-3.6059, 4.0651, -1.2792], [-2.0174, 4.1956, -2.1076], [-2.1653, -1.6702, 1.8800], [1.8309, 0.6257, 3.6850], [1.3699, 2.1347, 2.7525], [1.8490, 3.4055, 3.4507], [0.2761, 2.2093, 2.6842], [1.9025, 2.0709, 1.7813], [1.8482, 4.2467, 2.7509], [1.1983, 3.6697, 4.2887], [2.8674, 3.2907, 3.8358], [0.2581, -0.0654, 4.3139], [0.4976, -0.7024, 5.6907], [-0.2298, -0.7474, 3.6100], [-0.3990, 0.8038, 4.4649], [-0.4487, -0.9748, 6.1590], [1.1031, -1.6203, 5.6358], [1.0102, -0.0067, 6.3464], [2.4922, -0.5750, 2.4746], [4.0267, -0.5554, 2.4657], [2.1276, -0.3664, 1.4437], [2.1376, -1.5771, 2.7664], [4.4127, -1.4255, 1.9179], [4.4144, 0.3458, 1.9539], [4.4386, -0.5728, 3.4673], [-5.5929, -2.7950, -0.2460], [-4.7328, -1.2672, -0.0850], [-5.9144, -0.0997, -0.6452], [-5.2420, -3.5130, 0.5128], [-5.3790, -3.1944, -1.2393], [-6.6689, -2.6449, -0.1289], [-6.9144, -0.4690, -0.3815], [-5.6944, 0.8591, -0.1535], [-5.7641, -0.0316, -1.7313]],
  "forces_ev_per_a": [[-0.63, 0.87, 0.88], [0.91, -1.00, -1.22], [-0.36, 0.74, 0.74], [-1.48, 0.03, 0.08], [1.63, 0.09, -0.04], [-1.31, 0.72, 0.89], [-1.12, -0.09, 0.44], [2.26, -1.39, -2.22], [-1.32, 0.12, 1.72], [0.42, 0.02, 0.97], [0.83, -1.06, -0.59], [1.37, 2.34, -0.43], [-0.78, -0.08, -0.82], [-0.89, 0.99, -0.13], [-0.97, -0.72, 0.54], [-1.22, 1.91, -1.65], [-0.15, -0.39, -0.58], [0.69, -0.01, -0.17], [0.10, -0.16, -0.11], [0.24, -0.03, 0.05], [0.29, -0.03, 0.23], [0.25, 0.08, 0.35], [-0.14, -0.40, 0.04], [-0.60, -0.08, -0.11], [0.06, -0.62, 1.31], [0.25, -0.02, -0.15], [-0.06, 0.39, -0.08], [0.62, -0.39, -0.07], [0.26, -0.27, -0.18], [-0.24, 0.11, -0.11], [0.22, -0.16, 0.39], [-0.04, 0.10, 0.74], [0.67, 0.22, -0.15], [-0.57, 0.54, -0.32], [0.17, -0.58, -0.21], [-0.02, 0.00, -0.15], [-0.04, 0.09, 0.05], [-0.12, -0.22, -0.04], [0.69, -1.33, -0.27], [0.00, 0.33, 0.21], [0.34, 0.13, -0.02], [-0.34, 0.09, 0.10], [0.16, -0.05, 0.35], [0.40, -0.24, -0.23], [-0.37, -0.14, 0.12], [0.68, -0.70, 0.40], [0.73, -0.05, 1.76], [-0.14, -0.35, -0.02], [0.34, 0.61, -0.08], [-0.03, -0.04, -0.44], [-0.14, 0.09, -0.26], [-0.05, -0.01, 0.13], [0.07, -0.17, -0.09], [-0.20, -0.05, -0.11], [-0.19, 0.24, 0.10], [-0.06, -0.58, -0.15], [-0.04, 0.04, 0.15], [-0.03, -0.16, -0.15], [0.00, 0.00, -0.06], [-0.13, 0.31, -0.07], [0.08, 0.09, 0.07], [0.09, -0.20, 0.94], [0.20, 0.13, -1.35], [-0.35, -0.10, -1.10], [-0.09, 0.35, -0.29], [-0.07, 0.23, 0.13], [-0.14, -0.33, 0.33], [-0.18, 0.00, 0.25], [-0.19, -1.05, -0.41], [1.18, 0.23, 1.22], [-0.36, 0.33, -0.81], [-0.12, 0.36, -0.28], [-0.31, -0.25, 0.14], [0.16, -0.07, 0.06], [0.19, 0.49, -0.19], [-0.30, -0.25, -0.23], [-0.68, 0.39, 0.25]],
  "mulliken_charge": [-0.3308, 0.4660, -0.4727, -0.3003, -0.5453, -0.2805, 0.6426, -0.8160, 0.4407, -1.0086, -0.4229, -0.0601, -0.2853, -0.6282, 0.2116, 1.1041, 0.3565, 0.3598, 0.3637, 0.3672, 0.5758, 0.5536, 0.6411, 0.5353, -0.7321, -1.3144, 0.5956, 0.4523, 0.4129, 0.3020, 0.2957, -0.2520, -1.5830, 0.1783, 0.4510, 0.4439, 0.3171, 0.3839, -0.3316, -1.3089, 0.3340, 0.4462, 0.3999, 0.3217, 0.2805, -0.1160, 0.0024, 0.4079, -1.6489, -0.0758, 0.1197, 0.3919, 0.3810, 0.4323, 0.3277, -1.3903, -0.2242, 0.3152, 0.3931, 0.3378, 0.3902, 0.6571, -1.4917, -0.3383, 0.2963, 0.4189, 0.3281, 0.4059, -1.0189, 0.2970, -1.0142, 0.3049, 0.2794, 0.3455, 0.3987, 0.2571, 0.2703],
  "e_tot_ev": -178056.177,
  "total_charge": 2,
  "max_force_ev_per_a": 3.46
}